C5H10O | ωB97M-V/def2-TZVPD

Last column: natural (NBO) charge in e.
Cartesian coordinates (Å):
O -1.34244 -1.92225 0.69646  -0.710
C -1.62533 -0.56449 0.41188  -0.060
C -0.50873 0.19231 -0.32802  -0.244
C 0.40132 1.16428 0.45698  -0.396
C 1.57409 0.73015 -0.44511  -0.400
C 0.77047 -0.54035 -0.80145  -0.389
H -0.63377 -1.95754 1.35044  0.460
H -2.53949 -0.58463 -0.19226  0.180
H -1.86829 -0.01476 1.33807  0.157
H -0.94224 0.72633 -1.18152  0.201
H 0.54129 0.82810 1.49232  0.190
H 0.11795 2.22153 0.46979  0.204
H 1.67556 1.39414 -1.30953  0.200
H 2.55673 0.60622 0.02030  0.202
H 1.02248 -1.37891 -0.14347  0.197
H 0.80039 -0.90012 -1.83488  0.208

Calculated values
- lowest unoccupied orbital energy (eV) = 0.989
- gap between HOMO and LUMO (eV) = 11.18
- energy relative to the best compared isomer or geometry (same formula, charge and spin) (eV) = 1.210